CH4INS | ωB97M-V with the def2-TZVPD basis set

Geometry as XYZ:
```
8
Properties=species:S:1:pos:R:3:lowdin_charge:R:1
C -0.81269 0.05619 -0.56871 -0.16
N -0.08983 -0.68014 0.49006 -0.65
S 0.41349 0.06173 1.78169 0.56
I 2.81820 1.33374 0.40583 -0.11
H -1.54366 -0.59462 -0.91644 0.05
H -1.03708 1.03943 -0.14949 0.07
H -0.13771 0.44448 -1.38653 0.09
H 0.38929 -1.66081 0.34359 0.14
```

The charge is 0. The calculation puts the HOMO energy (alpha / beta) at -0.322 / -0.321 hartree. As for the SMILES: CNSI. The HOMO-LUMO gap (alpha / beta) is 0.2530 / 0.2486 Eh. For the LUMO energy (alpha / beta), the calculation gives -1.88 / -1.97 eV. For the calculated total energy, the calculation gives -791.0798 a.u.


CH4IO2PS | ωB97M-V with the def2-TZVPD basis set

Geometry as XYZ:
```
10
Properties=species:S:1:pos:R:3:lowdin_charge:R:1
C 0.10173 1.11857 -0.88644 -0.18
O 1.24720 -0.35451 2.16841 -0.65
O -1.09730 1.25265 -0.10755 -0.59
P -2.02228 -0.02407 0.08118 0.80
S 0.41461 -1.53881 2.10282 0.34
I 0.99376 -2.93581 0.13224 0.34
H 0.45617 0.12096 -1.14160 0.04
H 1.02946 1.63080 -0.38215 0.12
H -0.02902 1.70061 -1.74527 0.05
H -1.09432 -0.97039 -0.22164 -0.28
```

The charge is 0. The calculation puts the HOMO energy (alpha / beta) at -0.336 / -0.284 hartree. The HOMO-LUMO gap (alpha / beta) is 0.2953 / 0.2217 Eh. For the LUMO energy (alpha / beta), the calculation gives -1.11 / -1.69 eV. For the calculated total energy, the calculation gives -1228.1174 a.u.


CH4IOPS | ωB97M-V with the def2-TZVPD basis set

Geometry as XYZ:
```
9
Properties=species:S:1:pos:R:3:lowdin_charge:R:1
C 0.61062 1.60636 0.03738 -0.40
O 0.17026 -2.73814 -0.28289 -0.54
P -0.12727 0.05192 -0.79838 0.38
S 0.39259 -1.42210 0.62273 0.49
I -3.11869 0.54750 -0.09075 0.05
H 1.59892 1.68132 -0.37152 0.00
H 0.81613 1.27498 1.03695 0.00
H -0.01511 2.39860 -0.29624 0.00
H -0.32744 -3.40045 0.14273 0.01
```

The charge is 0. The calculation puts the HOMO energy (alpha / beta) at -0.258 / -0.337 hartree. As for the expectation value of S²: 2.01. The HOMO-LUMO gap (alpha / beta) is 0.2647 / 0.2192 Eh. For the LUMO energy (alpha / beta), the calculation gives 0.18 / -3.19 eV. Its spin multiplicity is 3. For the calculated total energy, the calculation gives -1152.8734 a.u.


CH4IPS | ωB97M-V with the def2-TZVPD basis set

Geometry as XYZ:
```
8
Properties=species:S:1:pos:R:3:lowdin_charge:R:1
C 0.23350 0.06939 0.56626 -0.55
P -4.76747 -1.17818 1.08682 0.17
S -0.46116 -1.26920 -0.50441 0.43
I -4.12939 0.56608 -0.43365 0.19
H 1.30759 -0.24296 1.05786 0.09
H -0.45728 0.22151 1.42645 0.01
H 0.31472 0.94134 -0.03600 -0.02
H -5.21670 -1.99539 0.14562 -0.32
```

The charge is 0. The calculation puts the HOMO energy (alpha / beta) at -0.341 / -0.312 hartree. The HOMO-LUMO gap (alpha / beta) is 0.2831 / 0.2444 Eh. For the LUMO energy (alpha / beta), the calculation gives -1.57 / -1.85 eV. For the calculated total energy, the calculation gives -1077.6324 a.u.